## 1
DFT (the ωB97M-V functional and the def2-TZVPD basis) results for a structure of composition C4H13N3O2.

Calculated values
HOMO-LUMO gap ... 8.251 eV
LUMO level ... 0.5851 eV

Each line ends with the Löwdin charge.
Geometry (Å):
1 C 1.86059 0.14005 -0.50505  -0.1688
2 C 0.26858 -1.12120 -0.35976  -0.2056
3 C -0.27828 -1.36954 -1.75417  -0.1652
4 N 2.23833 0.67662 0.68322  -0.0110
5 H 2.76602 0.04208 1.27236  0.0829
6 H 1.40394 1.09894 1.21213  0.0540
7 H 2.58009 -0.52341 -0.97725  0.0950
8 H 1.34982 0.83783 -1.16139  0.0687
9 H -0.41877 -1.40106 0.43697  0.0598
10 H 1.03590 -1.86427 -0.13556  0.0565
11 H -1.06863 -0.66725 -2.02440  0.0503
12 H -0.66918 -2.38752 -1.86073  0.0667
13 H 0.49378 -1.24279 -2.51465  0.0649
14 C -0.91882 0.89361 0.48451  -0.5297
15 N -2.14716 0.21199 0.61030  0.1116
16 O -0.55742 0.61078 2.74267  -0.0506
17 O -0.78560 1.71118 -0.61945  0.0420
18 N -0.24631 1.28270 1.54249  -0.0136
19 H -1.26933 -0.01931 2.52941  0.0712
20 H -0.32080 2.50844 -0.32849  0.1197
21 H -2.87682 0.81382 0.97533  0.1124
22 H -2.43994 -0.23169 -0.24850  0.0887

=====

## 2
DFT (the ωB97M-V functional and the def2-TZVPD basis) results for a cluster of 2 separate species, C4H13N3O2 in total.

Calculated values
HOMO-LUMO gap ... 9.612 eV
Structure (SMILES) ... NCNCCNC=O.O
LUMO level ... 0.6530 eV

Each line ends with the Löwdin charge.
Geometry (Å):
1 C 0.41761 -0.85433 -1.40563  -0.2002
2 N 0.53479 0.60466 -1.76937  -0.0614
3 C 1.68590 1.21367 -1.08517  -0.2890
4 N 1.34655 1.54196 0.30049  0.0074
5 C -0.99144 -1.13479 -0.94778  -0.1926
6 N -1.37629 -0.80127 0.41958  0.0118
7 C -0.58117 -1.16273 1.46341  -0.3787
8 O 0.31225 -1.99045 1.39204  -0.0018
9 H 1.15506 -1.15267 -0.65564  0.0965
10 H 0.68056 -1.41123 -2.30236  0.1066
11 H -0.33047 1.07445 -1.54685  0.0830
12 H 1.97627 2.08981 -1.68228  0.1107
13 H 2.52631 0.50022 -1.12591  0.1149
14 H 1.57516 0.81453 0.96749  0.0775
15 H 1.72444 2.41957 0.63287  0.0790
16 H -1.18050 -2.21605 -1.11595  0.1242
17 H -1.80683 -0.62124 -1.48866  0.1264
18 H -1.91640 0.07046 0.55150  0.0987
19 H -0.96066 -0.85947 2.44551  0.1257
20 H -0.54103 1.66492 0.87133  0.0056
21 H -1.24185 2.04293 2.19374  0.0531
22 O -1.42225 1.68069 1.31832  -0.0973

=====

Order of stability, best first: 2, 1

=====

## 1
DFT (the ωB97M-V functional and the def2-TZVPD basis) results for the molecule C2H6N2O3.

Calculated values
HOMO-LUMO gap ... 7.397 eV
Structure (SMILES) ... N[NH2+]C([O-])=C(O)O
LUMO level ... 0.4835 eV

Each line ends with the Löwdin charge.
Geometry (Å):
1 C 0.82915 -0.16308 0.92988  -0.4064
2 N -1.13178 0.31942 -0.36517  -0.0073
3 C 0.27500 -0.55117 -0.26063  -0.3980
4 N -1.41067 0.65628 -1.71400  0.0393
5 O 0.04894 0.08609 2.05486  0.0096
6 O 2.13002 -0.51486 1.26683  0.0431
7 O 0.65083 -0.97949 -1.34553  -0.0254
8 H 0.50591 -0.31736 2.80372  0.1085
9 H 2.55475 -0.90736 0.49560  0.1043
10 H -1.89869 -0.22625 0.02957  0.1561
11 H -0.69295 1.08866 0.29006  0.1964
12 H -0.88255 -0.04461 -2.26289  0.0844
13 H -0.97796 1.55372 -1.92231  0.0952

=====

## 2
DFT (the ωB97M-V functional and the def2-TZVPD basis) results for a cluster of 2 separate species, C2H6N2O3 in total.

Calculated values
HOMO-LUMO gap ... 8.663 eV
Structure (SMILES) ... N=C=C(O)O.NO
LUMO level ... 0.4411 eV

Each line ends with the Löwdin charge.
Geometry (Å):
1 C 1.42890 0.20245 0.24012  -0.4179
2 N -2.10128 0.62287 -0.41873  -0.0417
3 C 0.54572 -0.61909 0.75398  -0.1066
4 O -2.01035 -0.51348 -1.28969  -0.1600
5 O 1.09580 1.43589 -0.23964  0.0675
6 O 2.79180 -0.01523 0.27587  0.0684
7 N -0.25950 -1.53813 0.89370  0.1329
8 H -1.59987 -1.20452 -0.74510  0.0305
9 H 1.92646 1.90000 -0.40315  0.1187
10 H 2.98424 -0.93500 0.47870  0.1145
11 H -2.88040 1.15955 -0.79463  0.0704
12 H -1.25173 1.17228 -0.56991  0.0445
13 H -0.66978 -1.66759 1.81849  0.0789

=====

Order of stability, best first: 1, 2

=====

## 1
DFT (the ωB97M-V functional and the def2-TZVPD basis) results for a cluster of 2 separate species, CH4NO2 in total.

Calculated values
HOMO-LUMO gap (alpha / beta) ... 10.169 / 10.168 eV
Charge ... +1
LUMO level (alpha / beta) ... -6.3781 / -6.3792 eV

Each line ends with the Löwdin charge.
Geometry (Å):
1 C -0.38982 -0.82248 -0.77479  -0.4112
2 N -0.14303 -0.07504 0.51850  0.3173
3 O -0.16402 -2.17314 -0.65695  0.1214
4 O -1.46470 -1.52784 -0.72883  0.1082
5 H -0.02607 -0.05718 -2.54215  0.3659
6 H 0.73024 -0.39198 0.83637  0.1584
7 H -0.80425 -0.45246 1.18131  0.1805
8 H -0.28993 0.89117 0.57489  0.1595

=====

## 2
DFT (the ωB97M-V functional and the def2-TZVPD basis) results for the ion CH4NO2 with charge +1.

Calculated values
HOMO-LUMO gap ... 11.432 eV
Charge ... +1
Structure (SMILES) ... [NH3+]C1OO1
LUMO level ... -4.5871 eV

Each line ends with the Löwdin charge.
Geometry (Å):
1 C -0.54504 0.93916 -0.62297  -0.2289
2 N -0.28771 -0.31890 0.20050  0.2804
3 O 0.13586 1.06776 -1.93797  0.0752
4 O -1.27021 0.87513 -1.78027  0.0768
5 H -0.51248 1.88559 -0.04092  0.1947
6 H -0.56369 -1.23452 -0.19158  0.1980
7 H -0.79714 -0.00883 1.05528  0.1917
8 H 0.75539 -0.35765 0.38920  0.2120

=====

Order of stability, best first: 2, 1

=====

## 1
DFT (the ωB97M-V functional and the def2-TZVPD basis) results for a structure of composition C17H24N2O2S.

Calculated values
HOMO-LUMO gap ... 8.616 eV
LUMO level ... 0.3238 eV

Each line ends with the Löwdin charge.
Geometry (Å):
1 C -5.67187 -0.17447 -0.64554  -0.0491
2 H -6.37849 -0.17197 -1.45886  0.0486
3 C -4.30901 0.52817 -1.36840  -0.2679
4 C -3.26736 0.42587 -0.36809  -0.4510
5 C -2.69223 -1.08725 -0.25927  -0.4415
6 O -3.13788 -1.99586 -0.64097  0.2265
7 N -1.79763 -1.06391 0.97971  0.0369
8 C -1.09737 0.23614 1.19028  -0.3278
9 C -0.45639 0.20905 2.43593  -0.0393
10 C 0.37703 1.22487 2.94630  -0.0242
11 C 0.36922 2.60849 2.18951  0.0360
12 C -0.36566 2.56700 0.87261  -0.0134
13 C -0.99395 1.20629 0.43790  -0.5895
14 S -1.91124 1.57084 -0.91911  1.0206
15 H -0.23005 3.33444 0.22418  0.0332
16 H 0.95204 3.21770 2.61851  -0.0107
17 H 0.89313 1.05724 3.95198  0.1123
18 H -0.48231 -0.75346 3.22671  0.1876
19 C -0.98973 -2.11347 1.04807  -0.2895
20 H -1.59117 -2.91016 0.56873  0.1723
21 H -1.32169 -2.52054 2.05785  0.1731
22 C 0.29692 -2.07087 1.01313  -0.6432
23 O 1.22398 -2.41896 1.73143  0.0786
24 N 0.66318 -1.62597 -0.18343  0.0916
25 H -0.01752 -1.20452 -1.21335  0.2787
26 C 2.15783 -1.29819 -0.74948  -0.1079
27 H 2.74412 -1.96728 -0.00557  0.1424
28 H 2.31844 -1.57408 -1.76063  0.0932
29 C 2.16243 0.16428 -0.62896  -0.1753
30 H 1.55683 0.59320 -1.37147  0.0845
31 H 2.00038 0.68119 0.20655  0.0570
32 C 3.61623 0.66842 -1.23364  -0.3526
33 C 4.72813 0.24798 -0.08992  -0.0702
34 H 5.62633 0.57310 -0.32022  -0.0161
35 H 4.81694 -0.93069 -0.19455  0.1052
36 H 4.43151 0.63345 0.94589  0.1014
37 C 4.06619 0.31099 -2.70319  -0.0338
38 H 4.97031 0.81076 -2.54178  0.0564
39 H 4.16544 -0.72550 -2.59873  0.0453
40 H 3.15636 0.73850 -3.14389  0.0930
41 H 3.69353 1.71170 -0.89486  0.1100
42 H -3.77510 0.97882 0.84664  0.2509
43 H -4.26119 -0.18869 -2.18197  0.1176
44 H -4.71933 1.31980 -1.63836  0.0116
45 H -6.14236 0.44680 0.07644  0.0463
46 H -5.37698 -1.26924 -0.45415  0.0919

=====

## 2
DFT (the ωB97M-V functional and the def2-TZVPD basis) results for the molecule C17H24N2O2S.

Calculated values
HOMO-LUMO gap ... 8.529 eV
Structure (SMILES) ... CCOC(=O)C1CCN(C(=S)Nc2cc(C)ccc2C)CC1
LUMO level ... 0.6973 eV

Each line ends with the Löwdin charge.
Geometry (Å):
1 C -7.01840 -0.21864 -0.55535  -0.0607
2 C -6.11208 0.20697 0.59032  -0.2112
3 H -5.87864 -0.65244 1.22736  0.1224
4 H -6.57268 0.99822 1.18507  0.1239
5 O -4.89032 0.77060 0.10775  -0.0024
6 C -3.91486 -0.07569 -0.22700  -0.4729
7 O -4.00427 -1.27355 -0.14102  0.1159
8 C -2.69702 0.68823 -0.72201  -0.2124
9 C -1.63236 -0.25670 -1.28265  -0.1086
10 H -0.87471 0.33342 -1.80278  0.1264
11 C -0.95777 -1.06483 -0.16685  -0.1377
12 N -0.40901 -0.17692 0.83864  -0.1180
13 C 0.87952 0.26324 0.83311  -0.7700
14 N 1.79735 -0.60414 0.32030  0.0642
15 C 3.16556 -0.37883 0.11323  -0.2225
16 C 3.62013 0.82773 -0.39840  -0.0282
17 C 4.97080 1.04422 -0.63163  -0.2750
18 C 5.86385 0.01711 -0.36732  -0.0508
19 C 5.41121 -1.19643 0.12050  -0.0469
20 C 4.06770 -1.41897 0.37241  -0.2177
21 C 3.59713 -2.73669 0.91815  -0.0469
22 H 4.44881 -3.36476 1.16582  0.0768
23 H 2.98927 -3.27325 0.18606  0.0819
24 H 3.00406 -2.59451 1.82198  0.0857
25 H 6.12045 -1.98736 0.31957  0.1076
26 H 6.91987 0.16221 -0.54226  0.1057
27 C 5.42984 2.36592 -1.16675  -0.0491
28 H 6.51313 2.39801 -1.25045  0.0724
29 H 4.99886 2.54749 -2.15087  0.0818
30 H 5.10434 3.16976 -0.50853  0.0829
31 H 2.91314 1.61403 -0.60843  0.0826
32 H 1.53137 -1.57861 0.30592  0.1181
33 S 1.31042 1.71250 1.50803  0.7128
34 C -1.44147 0.63261 1.45093  -0.1918
35 C -2.10653 1.53553 0.41417  -0.1171
36 H -2.88769 2.13349 0.88257  0.1203
37 H -1.35112 2.21025 0.00749  0.1118
38 H -0.98734 1.23473 2.23887  0.0683
39 H -2.17715 -0.04661 1.89331  0.1334
40 H -0.18491 -1.69469 -0.60710  0.1145
41 H -1.69994 -1.70914 0.31170  0.1222
42 H -2.08604 -0.94849 -1.99338  0.1226
43 H -3.05276 1.35832 -1.51192  0.1551
44 H -6.54688 -1.01510 -1.12586  0.0748
45 H -7.96140 -0.58194 -0.15744  0.0777
46 H -7.21148 0.62368 -1.21526  0.0782

=====

Order of stability, best first: 2, 1

=====

## 1
DFT (the ωB97M-V functional and the def2-TZVPD basis) results for a cluster of 3 separate species, H5O3 in total.

Calculated values
HOMO-LUMO gap ... 8.897 eV
Charge ... -1
LUMO level ... 4.8814 eV

Each line ends with the Löwdin charge.
Geometry (Å):
1 O 0.60205 0.14694 2.02604  -0.1803
2 H 0.38732 -0.68214 2.48314  -0.0085
3 O 0.54196 -0.17092 -1.97648  -0.2061
4 H -0.09600 0.04478 -1.19624  -0.0702
5 H 0.02884 -0.87424 -2.42420  -0.0085
6 O -1.00042 0.28214 -0.04987  -0.4190
7 H 0.14541 0.16700 1.10784  -0.0211
8 H -1.58699 -0.41770 0.22391  -0.0862

=====

## 2
DFT (the ωB97M-V functional and the def2-TZVPD basis) results for a cluster of 3 separate species, H5O3 in total.

Calculated values
HOMO-LUMO gap ... 8.559 eV
Charge ... -1
LUMO level ... 4.8647 eV

Each line ends with the Löwdin charge.
Geometry (Å):
1 O -0.72712 -0.02612 -0.47504  -0.4822
2 H -1.66596 -0.12672 -0.66019  -0.1223
3 O 1.01541 2.03173 -0.23107  -0.1590
4 H 0.82294 2.66045 -0.92464  -0.0144
5 H 0.35923 1.26952 -0.12710  -0.0191
6 O 0.36971 -2.19738 0.69540  -0.1485
7 H -0.01466 -2.07022 1.55752  -0.0146
8 H -0.15955 -1.54127 0.16513  -0.0399

=====

Order of stability, best first: 1, 2

=====

## 1
DFT (the ωB97M-V functional and the def2-TZVPD basis) results for a cluster of 2 separate species, C6H9NOS3 in total.

Calculated values
HOMO-LUMO gap ... 7.477 eV
Structure (SMILES) ... O/C=C1\CN=CS1.CC(=S)S
LUMO level ... -0.4685 eV

Each line ends with the Löwdin charge.
Geometry (Å):
1 C -1.77735 0.38132 1.65285  -0.2392
2 C -2.06740 2.44843 0.90286  -0.4791
3 C -1.34564 0.16745 0.22343  -0.5532
4 C 2.98686 -1.23243 -1.16030  -0.1912
5 C -0.92387 -0.96334 -0.38644  -0.3235
6 C 1.98621 -0.15244 -0.79422  -1.1980
7 N -1.99413 1.77603 1.92467  -0.0124
8 O -0.53290 -2.04996 0.27789  0.0031
9 S -1.85678 1.63491 -0.66933  0.9299
10 S 1.71585 0.17796 0.78029  0.7038
11 S 1.27819 0.72364 -2.12121  0.7952
12 H -2.68317 -0.02666 1.80653  0.0843
13 H -2.34109 3.60549 0.90388  0.1270
14 H 2.98413 -1.23544 -2.18525  -0.0003
15 H 4.02302 -0.97098 -0.90159  0.0814
16 H 2.60673 -2.30391 -0.73802  0.1482
17 H -0.81564 -1.11494 -1.49048  0.1293
18 H -0.29722 -1.83123 1.18248  0.0799
19 H -1.04691 -0.10767 2.37929  0.1365
20 H 0.10110 1.07377 -1.58733  -0.2216

=====

## 2
DFT (the ωB97M-V functional and the def2-TZVPD basis) results for a structure of composition C6H9NOS3.

Calculated values
HOMO-LUMO gap ... 9.102 eV
LUMO level ... 0.5915 eV

Each line ends with the Löwdin charge.
Geometry (Å):
1 C -3.79258 -0.52218 0.44006  -0.3986
2 C -1.17439 -0.15560 -0.15905  -0.7362
3 C 1.03041 -0.56637 -0.17986  -0.8608
4 C 3.07809 0.60144 1.03101  -0.4002
5 C 0.10095 0.46643 -0.28730  -0.2946
6 C 0.51876 1.89320 -0.72015  -0.2547
7 H -3.53888 -0.86015 1.48210  0.0548
8 H -3.72660 -1.46760 -0.12247  0.0343
9 H -4.82675 -0.13539 0.35711  0.0381
10 H 2.65633 1.60970 0.93681  0.0185
11 H 4.14159 0.77381 1.24576  0.0314
12 H 2.47725 0.20807 1.98133  0.0967
13 H 0.00524 2.36161 -1.65128  0.1454
14 H 1.63839 1.67654 -1.04386  0.1129
15 H -0.62048 2.80969 0.58971  0.1403
16 N -1.20863 -1.47232 0.01822  -0.3257
17 O 0.41187 2.75987 0.37985  -0.1143
18 S -2.63040 0.75840 -0.14032  0.9054
19 S 0.31599 -2.04004 0.05266  0.9998
20 S 2.83890 -0.53402 -0.39295  0.8074

=====

Order of stability, best first: 2, 1